19
Properties=species:S:1:pos:R:3:forces:R:3:nbo_charge:R:1 method="wB97M-V/def2-TZVPD" gap_ha=0.3354 multiplicity=1 smiles="C=C(N)C[C@@H](C)N" lumo_ev=1.010
H 2.364 1.338 -0.722 0.033 0.125 0.062 0.35
H 0.777 0.440 1.545 0.198 0.028 0.136 0.17
N 2.053 1.424 0.243 0.174 -0.141 0.090 -0.82
N -1.790 -0.452 0.984 -0.204 0.104 0.183 -0.82
C 1.062 0.379 0.492 -0.395 -0.075 -0.296 -0.04
H 1.282 -1.288 -0.884 -0.179 0.011 0.189 0.21
C -1.830 -0.766 -1.379 0.122 0.241 -0.017 -0.53
C -0.169 0.768 -0.349 0.077 0.564 0.322 -0.44
H 0.188 0.855 -1.379 -0.231 0.091 -0.028 0.21
H -1.125 -0.407 1.736 -0.032 -0.050 0.065 0.37
C 1.537 -1.040 0.156 0.300 0.228 -0.718 -0.64
H -2.461 -1.202 1.063 0.163 0.073 0.027 0.38
H -1.502 -0.439 -2.351 0.055 -0.103 -0.135 0.20
H -2.592 -1.533 -1.327 -0.107 0.097 0.045 0.19
C -1.317 -0.182 -0.290 0.029 -0.794 -0.173 0.20
H 2.629 -1.088 0.167 -0.053 -0.097 0.450 0.21
H -0.496 1.757 0.010 0.115 -0.179 -0.246 0.23
H 1.108 -1.800 0.798 -0.022 -0.164 0.110 0.21
H 2.873 1.267 0.822 -0.044 0.041 -0.066 0.35

19
Properties=species:S:1:pos:R:3:forces:R:3:nbo_charge:R:1 method="wB97M-V/def2-TZVPD" gap_ha=0.4407 multiplicity=1 smiles=C[N+]#C[N+](C)(C)C lumo_ev=-9.649 charge=+2
N 0.700 0.033 -0.009 -0.178 0.511 -1.206 -0.29
C -0.657 -0.033 -0.002 -9.523 1.551 2.070 0.74
H 2.307 -0.977 0.910 -1.464 -0.051 -0.128 0.29
C 1.084 -0.682 -1.236 3.533 -1.605 -3.408 -0.49
H 2.191 -0.424 -1.499 -2.089 0.488 0.243 0.30
C -3.182 0.043 0.202 -4.722 -0.096 -3.291 -0.51
H 0.491 -1.499 1.347 1.709 0.582 -0.237 0.26
C 1.218 1.412 -0.072 -0.648 1.156 -0.063 -0.39
H 1.147 1.803 -1.039 -0.888 0.581 -1.557 0.26
H 0.811 2.070 0.664 -0.345 0.117 0.620 0.27
H 0.406 -0.611 -2.116 0.349 0.729 0.799 0.29
H 1.369 -0.107 2.114 -0.749 0.107 -1.599 0.30
H 2.233 1.279 0.014 2.521 -0.188 0.836 0.26
H -3.542 0.103 1.172 -0.638 0.376 2.099 0.30
H -3.535 -0.974 -0.177 0.522 1.161 0.206 0.32
N -1.844 0.083 0.193 10.727 -0.703 -1.969 -0.07
H -3.737 0.885 -0.462 1.690 -1.749 1.395 0.34
C 1.240 -0.662 1.127 1.150 -2.700 4.231 -0.46
H 1.300 -1.744 -1.132 -0.957 -0.266 0.960 0.29

20
Properties=species:S:1:pos:R:3:forces:R:3:nbo_charge:R:1 method="wB97M-V/def2-TZVPD" gap_ha="0.0953 / 0.3482" multiplicity=2 lumo_ev="3.804 / 3.770" s2=0.7504 charge=-1
C 0.806 0.723 1.551 -0.367 -1.980 1.022 -0.64
H 2.604 0.326 -1.710 -0.197 0.072 0.739 0.33
C 0.782 -0.350 2.682 0.895 0.288 0.015 -0.67
H 1.123 -1.322 2.305 -0.049 0.139 -0.014 0.20
O -2.698 -1.233 -0.828 -0.377 -0.034 -1.249 -0.65
H 1.227 1.976 -0.391 0.056 -0.151 -0.503 0.15
H -1.297 -0.542 0.996 -0.258 -0.408 -0.285 0.39
H 1.751 1.210 -2.700 -0.208 -0.101 -0.005 0.32
H 1.232 -0.762 -0.047 0.152 -0.247 0.551 0.19
H 1.748 1.253 1.581 0.525 -0.222 -0.372 0.20
C 0.784 1.105 -0.917 1.526 0.183 0.388 -0.56
N -0.855 -0.410 0.097 0.671 -0.021 0.310 -0.63
H -0.168 -0.521 3.194 -0.061 0.246 -0.179 0.19
N 1.634 0.519 -1.955 0.092 0.322 -1.046 -0.94
H -0.077 1.510 -1.459 -0.272 -0.383 0.548 0.18
C 0.555 0.046 0.205 -1.714 2.222 -1.871 -0.10
H 0.108 1.502 1.820 -0.626 0.237 -0.517 0.20
H 1.526 -0.047 3.432 -0.303 -0.156 0.134 0.21
H -1.152 -0.326 -1.919 -0.162 -0.365 -0.635 0.13
C -1.618 -0.701 -1.013 0.681 0.358 2.966 0.52

20
Properties=species:S:1:pos:R:3:forces:R:3:nbo_charge:R:1 method="wB97M-V/def2-TZVPD" gap_ha="0.1227 / 0.2552" multiplicity=2 lumo_ev="3.861 / 3.824" s2=0.7531 charge=-1
N 0.018 -1.068 -2.158 3.227 0.628 0.448 -0.87
C 0.411 0.776 1.179 2.972 -0.504 -3.151 -0.50
C 0.521 2.153 0.472 2.607 -0.727 2.926 0.03
H 1.568 0.388 1.179 -2.277 0.492 0.328 0.14
H -1.626 -1.195 1.355 1.093 0.194 -1.175 0.34
H 0.147 -2.015 -1.886 -0.561 -0.504 0.241 0.35
H 0.063 0.613 2.179 -0.734 0.205 1.022 0.15
C 0.461 -0.077 -1.168 0.427 -3.844 1.672 -0.23
H 0.335 0.882 -1.598 0.777 1.033 -0.163 0.24
H 0.986 -2.288 0.485 -0.334 -0.374 -0.148 0.18
H -1.294 0.432 -0.057 -0.214 0.874 -0.409 0.21
H 1.368 2.825 0.803 -0.407 -0.474 -0.058 0.05
C -0.371 -0.090 0.120 -0.502 1.646 1.768 -0.09
N -0.902 -1.332 0.607 -0.008 -2.172 0.780 -0.64
H 0.507 -1.885 2.074 0.284 -0.028 0.778 0.17
O -0.373 2.573 -0.272 -2.471 1.320 -1.870 -0.80
H 1.470 -0.478 -0.733 -0.983 1.428 -1.517 0.16
C 0.113 -2.267 1.147 -0.044 2.114 -0.622 -0.42
H -0.815 -0.818 -2.552 -2.595 0.136 -0.983 0.35
H -0.346 -3.203 1.285 -0.257 -1.442 0.132 0.18

| no. | F_max (eV/A) |
| --- | --- |
| 1 | 0.81 |
| 2 | 10.93 |
| 3 | 3.37 |
| 4 | 4.36 |